(1)
DFT (the ωB97M-V functional and the def2-TZVPD basis) results for a cluster of 2 separate species, C5H9NO2 in total.

XYZ file:
```
17
C5H9NO2, DFT the ωB97M-V functional and the def2-TZVPD basis
C -0.58320 0.80677 -0.28815
C 0.53709 -0.02260 -1.03858
C 1.28662 0.65435 -2.10416
C 0.86582 -1.24392 -0.67463
O 0.16206 -1.95565 0.26187
H -0.96556 1.62132 -0.95007
H -0.32544 1.19441 0.68948
H -1.29902 0.07704 -0.04648
H 1.69060 1.58039 -1.72803
H 0.45553 0.89691 -2.84672
H 2.10622 0.01229 -2.69902
H 1.74385 -1.79196 -0.99343
H -0.25353 -1.32535 0.88842
N -1.84060 -0.15099 2.40165
C -0.86800 -0.29088 3.04004
O 0.02788 -0.40924 3.74222
H -2.74033 0.34712 2.34561
```

As for the SMILES: CC(C)=CO.N=C=O. For the LUMO energy, the calculation gives 0.50 eV. The calculation puts the total energy at -401.09843 Ha. The calculation puts the HOMO-LUMO gap at 0.327 hartree. Its total charge is 0. The calculation puts the max |F| at 3.61 eV Å⁻¹. As for the energy above the lowest of the compared OMol25 structures with the same formula, charge and spin: 205.66 kJ/mol.

(2)
DFT (the ωB97M-V functional and the def2-TZVPD basis) results for a structure of composition C36H46GeMoN7O4.

XYZ file:
```
95
C36H46GeMoN7O4, DFT the ωB97M-V functional and the def2-TZVPD basis
Mo -0.38000 -1.70432 1.43273
C 1.04202 -1.75368 -2.81416
C 1.54917 -2.99365 -3.00411
C 1.79417 -3.83556 -1.91273
C 1.11513 -3.46184 -0.76720
N 0.39672 -2.26093 -0.64281
C 0.51777 -1.38321 -1.60317
C 0.90047 -4.41246 0.40817
C 1.23828 -5.75885 0.30341
C 1.10010 -6.58215 1.44810
C 0.57319 -6.04404 2.60639
C 0.16227 -4.68082 2.63061
N 0.33709 -3.88737 1.54711
C -0.37548 -3.97491 3.75377
C -0.64438 -4.64711 4.98834
C -0.92125 -3.84901 6.08132
C -1.26808 -2.49414 5.89190
C -1.06156 -1.96125 4.66182
N -0.69902 -2.68571 3.61684
H 1.13588 -0.93335 -3.51823
H 1.80767 -3.31587 -3.99288
H 2.43987 -4.76043 -1.95426
H 0.06406 -0.36427 -1.42293
H 1.28544 -6.13335 -0.67801
H 1.44520 -7.60345 1.40620
H 0.34656 -6.77812 3.43047
H -0.43152 -5.73375 5.04303
H -1.00014 -4.27647 7.10487
H -1.52650 -1.86928 6.73392
H -1.27571 -0.90279 4.57051
O -1.52713 -0.38564 0.15328
N -2.64958 -0.78910 -0.49453
N -3.19052 -1.88294 0.04398
O -2.63637 -2.69377 0.92645
C -4.45602 -2.20609 -0.54907
C -4.94042 -1.51253 -1.68993
C -6.08953 -1.99937 -2.25088
C -6.90570 -2.99125 -1.68516
C -6.52216 -3.54461 -0.49705
C -5.22583 -3.21178 0.04270
H -4.38266 -0.68351 -2.17889
H -6.38634 -1.49764 -3.16865
H -7.84579 -3.33052 -2.15724
H -7.15363 -4.20364 0.09109
H -4.78963 -3.72632 0.89873
O 1.82673 -0.82438 1.38463
C 2.32402 0.31136 1.09033
O 2.37182 0.75144 -0.10767
H 2.72727 0.91690 1.93616
N -0.71110 -0.02383 2.59127
C -0.96894 1.11405 2.31749
N -0.90696 2.39683 2.42597
C -1.22080 3.27555 1.27063
C -2.31542 4.32420 1.67234
C -2.86402 4.16970 3.06471
C -1.81150 3.94111 4.10215
C -0.59329 3.11597 3.63965
H -1.55447 2.60060 0.49936
H -0.29176 3.81013 0.89910
H -3.10967 4.26809 0.97092
H -1.92889 5.40097 1.54704
H -3.73239 3.42200 3.06431
H -3.46216 5.04905 3.35719
H -2.18955 3.51648 5.07731
H -1.41557 4.84460 4.50084
H -0.41927 2.33882 4.41452
H 0.31606 3.71563 3.59079
C 1.44141 6.12461 -4.08769
C 1.55427 4.67360 -3.59379
C 1.58655 4.63094 -2.03915
C 1.32451 3.23286 -1.54942
Ge 2.96456 2.43638 -0.72735
C 4.32154 2.33289 -2.14528
C 4.68349 0.87596 -2.59017
C 4.13304 0.58709 -3.98978
C 4.96185 0.92950 -5.18816
H 1.47717 6.15363 -5.15565
H 2.28070 6.75415 -3.78325
H 0.59651 6.65737 -3.61444
H 2.50670 4.20433 -3.95483
H 0.65236 4.18198 -3.93250
H 0.97200 5.49609 -1.70818
H 2.62552 4.96132 -1.68349
H 0.99144 2.68520 -2.46615
H 0.55537 3.08763 -0.75355
H 3.40091 3.33779 0.43561
H 5.12473 2.73866 -1.59217
H 4.02647 2.94742 -2.97309
H 4.24234 0.17194 -1.83015
H 5.74557 0.66035 -2.50689
H 3.14029 1.03482 -4.14185
H 3.98831 -0.52860 -4.03945
H 4.57933 0.38933 -6.05318
H 5.99107 0.52057 -4.98724
H 5.09580 1.98773 -5.49163
```

As for the spin multiplicity: 3. For the LUMO energy (alpha / beta), the calculation gives -9.76 / -9.73 eV. The calculation puts the total energy at -4227.68670 Ha. The calculation puts the HOMO-LUMO gap (alpha / beta) at 0.221 / 0.222 hartree. Its total charge is +3. As for the expectation value of S²: 2.022. The calculation puts the max |F| at 4.08 eV Å⁻¹. As for the energy above the lowest of the compared OMol25 structures with the same formula, charge and spin: 0.00 kJ/mol.

(3)
DFT (the ωB97M-V functional and the def2-TZVPD basis) results for a cluster of 2 separate species, C20H26ClN2O3PS in total.

XYZ file:
```
54
C20H26ClN2O3PS, DFT the ωB97M-V functional and the def2-TZVPD basis
C 7.01502 -1.86779 -0.48875
C 5.55382 -1.46289 -0.25818
C 5.51203 -0.21292 0.55790
O 6.00054 -0.16860 1.64951
O 4.93428 0.84789 -0.01540
C 4.22983 1.70739 0.90382
C 3.35972 2.64644 0.08529
C 2.09949 1.94499 -0.37714
C 2.15512 1.04212 -1.44045
C 1.00070 0.40800 -1.86909
C -0.23985 0.64279 -1.27523
C -0.28700 1.53516 -0.21658
C 0.87197 2.16582 0.23009
S -1.79851 1.94366 0.61364
C -2.89950 0.71612 -0.02177
C -4.14703 0.59088 0.57726
C -5.10734 -0.30589 0.11906
C -6.46701 -0.41386 0.74682
C -6.54396 -1.17400 2.10509
C -6.79086 -0.24111 3.30217
Cl -5.12318 -2.20993 2.38117
C -4.77127 -1.12099 -0.95408
C -3.51600 -1.00958 -1.54449
P -3.06522 -2.00522 -2.97170
N -2.83015 -1.09240 -4.24532
C -2.55874 -0.08769 -1.10252
N -1.35474 -0.03341 -1.82802
H 7.43251 -2.28200 0.42304
H 7.59871 -0.98157 -0.71883
H 7.11119 -2.60826 -1.27328
H 5.00898 -1.34822 -1.18969
H 5.04461 -2.23121 0.31796
H 4.92062 2.22411 1.56050
H 3.58437 1.07248 1.50650
H 3.08116 3.52380 0.65853
H 3.89410 2.92990 -0.81707
H 3.09786 0.85841 -1.92750
H 1.05255 -0.27775 -2.70324
H 0.82728 2.85354 1.06335
H -4.40667 1.21818 1.41892
H -6.92717 0.56359 0.84402
H -7.09223 -0.95718 0.04220
H -7.39500 -1.83774 2.03363
H -7.09428 0.74992 2.98286
H -5.88648 -0.14172 3.89223
H -7.59298 -0.63884 3.91575
H -5.46261 -1.85117 -1.34697
H -4.06162 -2.98744 -3.12320
H -1.86404 -2.65038 -2.62914
H -3.44954 -1.32454 -5.01046
H -1.51519 0.19748 -2.80623
O 8.65209 1.19703 2.69606
H 8.24847 0.84579 3.49493
H 7.96112 1.09879 2.03205
```

As for the SMILES: CCC(=O)OCCc1ccc2c(c1)Sc1cc(C[C@H](C)Cl)cc([PH2]=N)c1N2.O. For the LUMO energy, the calculation gives 0.52 eV. The calculation puts the total energy at -2312.67043 Ha. The calculation puts the HOMO-LUMO gap at 0.299 hartree. Its total charge is 0. The calculation puts the max |F| at 1.74 eV Å⁻¹.

(4)
DFT (the ωB97M-V functional and the def2-TZVPD basis) results for the molecule C2H5N3O.

XYZ file:
```
11
C2H5N3O, DFT the ωB97M-V functional and the def2-TZVPD basis
H -0.08929 1.77201 1.05456
N 0.61672 1.38475 0.33309
C 0.52529 0.10423 0.08213
N 1.61932 -0.51337 -0.38488
C -0.59523 -0.79048 0.49325
N -1.86846 -0.64466 0.16662
O -2.19980 0.52447 -0.52567
H 2.41257 0.08491 -0.66526
H 1.47160 -1.34665 -0.93457
H -0.41590 -1.78878 0.96692
H -1.47682 1.21358 -0.58620
```

As for the SMILES: [H]/N=C(N)\C=N/O. For the LUMO energy, the calculation gives 0.39 eV. The calculation puts the total energy at -318.63372 Ha. The calculation puts the HOMO-LUMO gap at 0.374 hartree. Its total charge is 0. The calculation puts the max |F| at 3.19 eV Å⁻¹. As for the energy above the lowest of the compared OMol25 structures with the same formula, charge and spin: 306.57 kJ/mol.